Arrangement one

{
  "formula": "C4H11NO",
  "method": "ωB97M-V with the def2-TZVPD basis set",
  "symbols": ["C", "C", "C", "N", "C", "H", "H", "H", "H", "H", "H", "H", "H", "H", "O", "H", "H"],
  "xyz": [[-1.6950, 0.2215, -1.9089], [-0.3995, 0.0946, -1.4258], [-0.3305, 0.8470, -0.1738], [-0.1876, -0.2357, 0.9280], [0.0937, 0.5404, 2.2021], [-2.2506, -0.3620, -2.5922], [-2.3278, 1.0797, -1.4434], [0.4158, -0.7041, -1.5885], [0.6684, 1.2795, -0.0344], [-1.0389, 1.6904, -0.0255], [-1.1432, -0.3763, 1.1197], [-0.7893, 1.0802, 2.5785], [0.4943, -0.2572, 2.9397], [0.8638, 1.3344, 2.2922], [2.0979, -1.2381, -0.2308], [1.1560, -1.3203, 0.0794], [2.4702, -2.1118, -0.1364]],
  "spin_multiplicity": 1,
  "smiles": "C=CCNC.O",
  "homo_lumo_gap_ha": 0.385,
  "e_homo_ev": -9.4
}

Arrangement two

{
  "formula": "C4H11NO",
  "method": "ωB97M-V with the def2-TZVPD basis set",
  "symbols": ["C", "C", "N", "O", "H", "H", "H", "H", "H", "C", "C", "H", "H", "H", "H", "H", "H"],
  "xyz": [[-1.9049, -0.3969, 1.7391], [-1.7130, 0.3329, 0.4409], [-2.6639, 0.0596, -0.5461], [-0.7685, 1.0590, 0.2329], [-1.6691, 0.2034, 2.6152], [-1.0839, -1.1181, 1.6975], [-2.8560, -0.9033, 1.8567], [-2.3851, 0.4778, -1.4230], [-3.6172, 0.2716, -0.2919], [2.9036, 0.4722, -0.6047], [1.7166, -0.4088, -0.9988], [3.5641, 0.6821, -1.4472], [2.5342, 1.3832, -0.1495], [3.5612, -0.0851, 0.0642], [2.0788, -1.4232, -1.1784], [1.2014, -0.0407, -1.8738], [1.1016, -0.5656, -0.1332]],
  "spin_multiplicity": 1,
  "smiles": "CC(N)=O.CC",
  "homo_lumo_gap_ha": 0.397,
  "e_homo_ev": -9.9
}

Which of them is the most stable, and which is the least stable? arrangement two and arrangement one, in that order.

Arrangement one

{
  "formula": "C4H11NO",
  "method": "ωB97M-V with the def2-TZVPD basis set",
  "symbols": ["N", "C", "C", "C", "C", "O", "H", "H", "H", "H", "H", "H", "H", "H", "H", "H", "H"],
  "xyz": [[1.3178, 0.2717, 1.6262], [1.3979, 0.5747, 0.1914], [0.0568, 0.8891, -0.4774], [-1.1749, 0.1423, -0.0118], [-1.0315, -1.3566, -0.2858], [-0.6102, -1.6094, -1.6205], [0.6860, 0.8439, 2.1711], [2.2527, 0.3724, 1.9972], [2.1193, 1.3458, -0.0196], [1.7236, -0.3685, -0.2678], [0.1193, 0.8248, -1.5602], [-0.0577, 1.9536, -0.2205], [-2.1091, 0.5527, -0.4460], [-1.3824, 0.3882, 1.0501], [-1.9771, -1.8569, -0.0636], [-0.1076, -1.6759, 0.2108], [-1.2229, -1.2919, -2.2734]],
  "spin_multiplicity": 1,
  "smiles": "NCCCCO",
  "homo_lumo_gap_ha": 0.372,
  "e_homo_ev": -9.2
}

Arrangement two

{
  "formula": "C4H11NO",
  "method": "ωB97M-V with the def2-TZVPD basis set",
  "symbols": ["C", "C", "C", "C", "N", "H", "H", "H", "H", "H", "H", "H", "H", "H", "O", "H", "H"],
  "xyz": [[-2.0158, 0.6201, -0.6300], [-1.4939, 1.6741, 0.3711], [0.0500, 1.6735, 0.6042], [0.9093, 0.7263, 0.2278], [2.0290, 0.3190, 0.9535], [-2.0295, -0.3863, -0.2300], [-2.9472, 1.0217, -0.9468], [-1.2881, 0.6514, -1.4424], [-1.8268, 1.4223, 1.3739], [-1.6613, 2.6906, 0.0363], [0.1222, 2.5206, 1.2876], [0.8228, 0.4487, -0.8197], [2.7134, -0.1124, 0.3576], [2.2259, 0.9436, 1.7168], [1.4129, -4.7099, -1.3170], [2.2535, -4.8710, -0.8924], [0.7234, -4.6323, -0.6505]],
  "spin_multiplicity": 1,
  "smiles": "CC/C=C/N.O",
  "homo_lumo_gap_ha": 0.308,
  "e_homo_ev": -7.6
}

Which of them is the most stable, and which is the least stable? arrangement one and arrangement two, in that order.

Arrangement one

{
  "formula": "C2H3N3",
  "method": "ωB97M-V with the def2-TZVPD basis set",
  "symbols": ["C", "C", "N", "N", "N", "H", "H", "H"],
  "xyz": [[-1.2507, 0.0305, -3.4142], [-0.4690, -0.0697, -1.0636], [-1.2179, -0.9360, -4.0815], [-0.9246, 2.2249, -1.5620], [-0.6137, 1.1988, -1.2060], [-0.9096, -1.9133, -4.7808], [-1.1950, -0.5945, -0.4676], [0.3899, -0.6773, -1.3886]],
  "spin_multiplicity": 1,
  "homo_lumo_gap_ha": 0.313,
  "e_homo_ev": -8.0
}

Arrangement two

{
  "formula": "C2H3N3",
  "method": "ωB97M-V with the def2-TZVPD basis set",
  "symbols": ["H", "N", "C", "N", "C", "N", "H", "H"],
  "xyz": [[0.1575, 2.0611, 0.0841], [-0.5820, 1.3196, -0.0796], [-0.1313, 0.1569, 0.3032], [-0.9881, -0.9956, 0.0500], [1.3612, -0.0108, 0.3824], [2.5908, -0.1604, -0.1588], [-0.5734, -1.9667, -0.2217], [-1.8347, -0.4040, -0.3596]],
  "spin_multiplicity": 1,
  "smiles": "[H]/N=C(/N)C#N",
  "homo_lumo_gap_ha": 0.356,
  "e_homo_ev": -10.1
}

Arrangement three

{
  "formula": "C2H3N3",
  "method": "ωB97M-V with the def2-TZVPD basis set",
  "symbols": ["N", "C", "N", "C", "N", "H", "H", "H"],
  "xyz": [[0.4797, -1.2123, -0.3218], [0.4316, -0.0713, 0.5962], [-0.4193, 0.8334, 0.3589], [-1.3955, 1.4772, -0.0117], [-0.3399, -1.4600, -1.1819], [1.3359, -1.7884, -0.1570], [1.1001, -0.0575, 1.4491], [-1.1926, 2.2789, -0.7318]],
  "spin_multiplicity": 1,
  "homo_lumo_gap_ha": 0.317,
  "e_homo_ev": -8.4
}

Arrangement four

{
  "formula": "C2H3N3",
  "method": "ωB97M-V with the def2-TZVPD basis set",
  "symbols": ["H", "N", "N", "C", "C", "N", "H", "H"],
  "xyz": [[1.0755, 2.2565, -0.0083], [0.2573, 1.6527, -0.1048], [0.6106, 0.4630, 0.0064], [-0.5287, -0.5221, 0.1385], [-1.9530, -0.0705, -0.0708], [-3.0768, 0.2476, 0.0630], [-0.4009, -1.1094, 1.1020], [-0.0967, -1.2781, -0.5086]],
  "spin_multiplicity": 1,
  "smiles": "[H]/N=N/CC#N",
  "homo_lumo_gap_ha": 0.382,
  "e_homo_ev": -10.0
}

Which of them is the most stable, and which is the least stable? arrangement four and arrangement three, in that order.

Arrangement one

{
  "formula": "C2H3N3",
  "method": "ωB97M-V with the def2-TZVPD basis set",
  "symbols": ["N", "C", "N", "C", "N", "H", "H", "H"],
  "xyz": [[1.0410, -0.5548, -0.1188], [0.2045, 1.4435, -0.5540], [-0.8907, 1.0316, -0.2294], [-1.1470, -0.2754, 0.1544], [-0.0907, -1.0325, 0.2696], [1.8078, -1.1129, 0.2583], [1.2226, 1.1199, -0.1485], [-2.1475, -0.6193, 0.3684]],
  "spin_multiplicity": 1,
  "homo_lumo_gap_ha": [0.327, 0.327],
  "e_homo_ev": [-8.9, -8.9]
}

Arrangement two

{
  "formula": "C2H3N3",
  "method": "ωB97M-V with the def2-TZVPD basis set",
  "symbols": ["C", "C", "N", "N", "N", "H", "H", "H"],
  "xyz": [[-0.7876, 0.7342, 0.1426], [-0.4494, -0.5931, 0.1703], [0.8558, -0.5908, -0.1816], [1.3025, 0.6478, -0.4125], [0.3101, 1.4555, -0.2194], [-1.7354, 1.2055, 0.3615], [-0.9971, -1.4963, 0.3908], [1.5010, -1.3628, -0.2518]],
  "spin_multiplicity": 1,
  "smiles": "c1c[nH]nn1",
  "homo_lumo_gap_ha": 0.398,
  "e_homo_ev": -10.0
}

Which of them is the most stable, and which is the least stable? arrangement two and arrangement one, in that order.

Arrangement one

{
  "formula": "C6H9N2O",
  "method": "ωB97M-V with the def2-TZVPD basis set",
  "symbols": ["C", "N", "C", "C", "N", "C", "C", "O", "C", "H", "H", "H", "H", "H", "H", "H", "H", "H"],
  "xyz": [[1.0606, 0.3990, 1.6303], [0.5908, 1.0606, 0.6037], [0.7224, 2.4292, 0.3250], [0.1216, 2.6930, -0.9082], [-0.4595, 1.5837, -1.3222], [-0.1952, 0.5057, -0.5094], [-0.5726, -0.7842, -0.5671], [-0.2138, -1.7314, 0.3873], [-0.6762, -3.0307, 0.1125], [0.6231, -0.6321, 1.7991], [1.7931, 0.6553, 2.3572], [1.4552, 3.0627, 0.8040], [-0.0007, 3.5407, -1.5133], [-0.8993, 1.5005, -2.2256], [-1.0165, -1.2783, -1.4130], [-0.0507, -3.6300, 0.7709], [-0.6268, -3.1926, -0.8656], [-1.6556, -3.1511, 0.5344]],
  "spin_multiplicity": 1,
  "smiles": "C=[n+]1cc[nH]/c1=C/OC",
  "homo_lumo_gap_ha": [0.268, 0.268],
  "total_charge": 1,
  "e_homo_ev": [-12.0, -12.0]
}

Arrangement two

{
  "formula": "C6H9N2O",
  "method": "ωB97M-V with the def2-TZVPD basis set",
  "symbols": ["C", "C", "C", "C", "N", "C", "N", "O", "C", "H", "H", "H", "H", "H", "H", "H", "H", "H"],
  "xyz": [[-0.9492, -2.6354, 0.6026], [-0.5797, -1.2627, 0.2442], [-1.4400, -0.1511, 0.1170], [-0.8549, 1.0978, 0.0013], [0.4547, 1.2732, -0.2359], [1.0321, 2.5224, -0.5536], [1.3358, 0.2114, -0.2638], [2.4957, 0.4252, -0.4435], [0.7610, -1.0106, -0.0366], [-1.4394, -2.5972, 1.6261], [-0.1025, -3.2269, 0.6789], [-1.8222, -3.1725, 0.0551], [-2.4911, -0.1939, 0.2840], [-1.3141, 2.1079, 0.1034], [2.0425, 2.2590, -0.6957], [0.6801, 2.9271, -1.5287], [0.7992, 3.3039, 0.2215], [1.3919, -1.8777, -0.1764]],
  "spin_multiplicity": 1,
  "smiles": "Cc1ccn(C)[n+](=O)c1",
  "homo_lumo_gap_ha": [0.330, 0.330],
  "total_charge": 1,
  "e_homo_ev": [-14.1, -14.1]
}

Which of them is the most stable, and which is the least stable? arrangement one and arrangement two, in that order.

Arrangement one

{
  "formula": "C4H6Br2O",
  "method": "ωB97M-V with the def2-TZVPD basis set",
  "symbols": ["C", "C", "Br", "C", "C", "O", "Br", "H", "H", "H", "H", "H", "H"],
  "xyz": [[-0.9870, -1.1814, 0.6397], [-0.5067, -0.0542, -0.2243], [-1.5371, -0.0093, -1.9128], [-0.1469, 1.2525, 0.3312], [0.9209, 0.3977, -0.2583], [1.4928, 0.8773, -1.4646], [2.2110, -0.6817, 0.7719], [-0.8392, -2.2552, 0.1734], [-2.0437, -0.9560, 1.0870], [-0.3675, -1.1063, 1.6305], [-0.3830, 2.1258, -0.3630], [0.0323, 1.4651, 1.3880], [2.1540, 0.1258, -1.7987]],
  "spin_multiplicity": 1,
  "smiles": "C[C@@]1(Br)C[C@@]1(O)Br",
  "homo_lumo_gap_ha": 0.375,
  "e_homo_ev": -9.8
}

Arrangement two

{
  "formula": "C4H6Br2O",
  "method": "ωB97M-V with the def2-TZVPD basis set",
  "symbols": ["C", "C", "C", "C", "O", "Br", "Br", "H", "H", "H", "H", "H", "H"],
  "xyz": [[-2.1489, -0.0818, 0.5294], [-0.7839, -0.1323, -0.0919], [0.3219, -0.0449, 0.5502], [1.6639, -0.0372, -0.2647], [1.4555, 0.1461, -1.5546], [2.7939, 1.6421, 0.2782], [2.7379, -1.6242, 0.2154], [-2.9935, -0.7884, 0.4305], [-2.5350, 0.7832, -0.0546], [-2.1258, 0.2512, 1.5182], [-0.9032, 0.1210, -1.1754], [0.2705, -0.4193, 1.5913], [2.2468, 0.1844, -1.9720]],
  "spin_multiplicity": 1,
  "smiles": "C/C=C/C(O)(Br)Br",
  "homo_lumo_gap_ha": 0.373,
  "e_homo_ev": -9.9
}

Which of them is the most stable, and which is the least stable? arrangement two and arrangement one, in that order.